Computed, not measured: a cluster of 3 separate species, C33H61BrClIN5O8PS2 in total in a non-equilibrium geometry, with ωB97M-V/def2-TZVPD.

Gap between HOMO and LUMO (eV): 7.54
E_HOMO (eV): -8.03
Max |F| (eV Å⁻¹): 2.5
Energy (Eh): -6639.22385
2S+1: 1
Molar mass (u): 993.25

Atoms and positions in Å:
1 H 1.46007 -5.38866 -3.24683
2 H -2.48118 -6.14335 3.54544
3 C -3.98447 3.55842 -0.80689
4 H -0.63182 2.08023 -2.92049
5 H 0.67838 0.83757 -0.84184
6 C -0.91330 -0.01596 2.47060
7 C -1.49021 3.51080 -1.61474
8 H 4.42864 -5.29474 -4.00164
9 H 3.72696 -2.68506 -4.51537
10 H 1.29599 3.88170 -1.88886
11 O -2.74641 3.00882 3.29201
12 C -3.00290 3.23867 -2.02866
13 I -4.89972 1.56498 4.77615
14 C 5.23392 -0.73695 1.93509
15 C 6.26970 -0.17674 3.68224
16 H 6.41315 0.16625 4.69185
17 C 3.32400 0.62457 0.35535
18 H -3.02094 4.15847 0.91853
19 H 1.88364 2.11877 -0.91782
20 H -0.09323 2.51510 1.22853
21 H 0.14482 -3.27757 1.77872
22 H -0.05880 0.65415 2.59708
23 H 4.66328 -3.78371 -2.41357
24 H -2.49573 -1.59712 3.74363
25 N 6.46980 -0.85756 1.65384
26 H -4.57620 3.72740 -3.95724
27 H -1.43336 -2.94639 4.08872
28 H 3.39149 3.89276 -3.02780
29 H -2.21702 -2.80131 2.47005
30 C 1.95983 1.09788 0.93019
31 N -3.36204 3.30790 0.47914
32 C -0.52170 -1.49975 2.74228
33 H -0.73172 6.75365 0.50713
34 H 0.93968 4.47976 -3.48400
35 H -2.66804 -7.06718 5.85129
36 H 2.84048 -1.55822 -3.49459
37 O 2.60558 -4.01052 -2.33516
38 H 3.93832 2.50794 -3.97494
39 H 0.87872 -7.02800 2.35382
40 C 1.77928 2.54453 -3.56369
41 H 0.51520 3.67086 0.06812
42 C -3.63897 1.21824 1.95522
43 H -4.58323 1.45891 1.44056
44 O -6.21541 3.31927 -1.64618
45 H 0.11486 5.97735 -1.79495
46 C -5.30783 2.75704 -1.01407
47 H 3.68240 -6.44595 -2.89955
48 H 1.45038 1.51953 -3.38032
49 C 3.75120 -3.17755 -2.39334
50 O -1.38560 4.79129 -1.05076
51 S 3.79983 -1.04554 0.95474
52 C -1.64212 -6.06178 4.24560
53 P -3.39434 1.50818 -2.74210
54 H 1.68870 2.77693 -4.62939
55 C -1.72055 -7.13658 5.31557
56 H 1.18746 -1.92521 1.45098
57 Cl -2.80746 1.52740 -4.79133
58 C -1.74838 -2.26284 3.30042
59 H -0.75780 -8.49891 1.22858
60 H 4.12643 1.34324 0.53027
61 C -1.54644 7.21998 -1.44380
62 C 0.05656 2.68556 0.15620
63 C -0.62642 3.17269 -2.83112
64 C -3.51360 2.09823 3.19507
65 S -3.52410 4.36363 -3.40082
66 C 0.87254 3.58775 -2.85075
67 H -1.04457 3.51366 -3.77704
68 H -2.54341 -0.41849 -2.37172
69 C 2.37030 -4.82974 -3.46707
70 O -5.38378 1.60660 -0.51004
71 H 3.76848 -2.62770 -1.45307
72 C -0.97751 5.86524 -1.88624
73 H 3.23897 0.50618 -0.72728
74 C -2.31398 2.38003 0.33668
75 H -1.58785 0.25271 3.28957
76 C -1.59285 0.16119 1.10482
77 H -2.48002 7.20502 0.50962
78 H -1.25046 8.44993 0.33008
79 H 2.14897 -4.21112 -4.34414
80 O -0.41469 -6.04355 3.53762
81 C 1.13931 1.65002 -0.27296
82 H -1.17514 5.75087 -2.95583
83 Br -4.53855 5.46617 -0.71373
84 C 3.49516 -5.80624 -3.76338
85 O 4.99973 -0.31732 3.19792
86 H -2.07329 -7.83223 2.19287
87 H 1.45330 0.18771 1.24586
88 H -1.64922 -8.13968 4.89329
89 H -0.90454 -7.02287 6.03091
90 H -1.22424 -6.79747 1.05026
91 H 3.53209 2.27973 -2.27914
92 H 0.21617 -1.45703 3.55132
93 C 0.13724 -2.20361 1.55075
94 H 3.23359 -6.43569 -4.61485
95 H 0.08460 -8.05269 3.52924
96 H 4.61522 -1.54582 -3.50599
97 H -3.72328 0.18473 2.29953
98 H -0.91210 0.11416 0.26017
99 H -0.86912 7.96596 -1.87696
100 C -1.49569 7.41338 0.08969
101 N 7.12964 -0.49301 2.81544
102 C -0.08209 -7.22567 2.83051
103 H -1.72965 -5.08326 4.71744
104 H -2.25424 -0.70952 1.00627
105 N -1.24491 2.52417 -0.51070
106 C -1.09407 -7.61136 1.76563
107 H 2.08329 1.83966 1.71916
108 N -2.48290 1.32134 1.07776
109 C 3.24867 2.82067 -3.18670
110 H -2.53188 7.38680 -1.87909
111 O -2.30288 0.46309 -2.05794
112 H -0.40877 -2.10524 0.60873
113 C 3.73285 -2.18637 -3.54519